(1)
# C25H26ClMnN4O2S2

A molecular structure, C25H26ClMnN4O2S2 (ωB97M-V/def2-TZVPD, the OMol25 dataset).

```
61
C25H26ClMnN4O2S2, DFT ωB97M-V/def2-TZVPD
C 0.328 -4.839 -2.556
C 2.508 0.276 4.933
H 0.237 2.902 -2.208
C -0.913 -0.111 0.250
H 3.612 -0.225 3.164
H -3.539 -3.980 -3.253
H -1.890 -0.525 3.238
C 0.968 4.980 -0.630
C -0.851 0.918 -0.800
H 1.782 4.272 -0.683
Mn -1.138 -1.916 -2.620
C 1.255 0.356 5.521
H -3.296 -3.659 -1.650
C -1.108 6.811 -0.528
H 3.681 -4.488 -2.252
H -0.703 3.596 1.038
N -3.179 -1.983 -2.809
C 1.579 -4.223 -2.556
C 0.122 0.057 4.783
H -1.024 1.845 2.863
C -0.418 2.549 0.920
H -3.409 -1.814 -3.799
S -1.073 0.536 -2.435
C 1.335 -6.900 -1.881
C 2.596 -6.302 -1.905
H -0.769 -6.655 -2.215
C -0.315 4.589 -1.011
N -1.042 0.269 1.511
O 2.788 -2.221 -3.007
H -0.555 -4.262 -2.855
H -1.502 3.155 -2.075
S -0.851 -1.767 -0.132
H -3.964 -1.581 -2.272
H -2.348 5.235 -1.262
C 0.171 7.189 -0.145
H 3.471 -6.881 -1.657
H -1.913 7.528 -0.492
H -0.849 0.118 5.248
H 0.363 8.200 0.180
C 0.195 -6.168 -2.221
H 1.156 0.652 6.553
C -1.352 5.517 -0.959
N -0.631 2.183 -0.465
C -0.562 3.194 -1.514
C 1.208 6.270 -0.194
O 0.572 -2.119 -2.966
H 1.595 -0.784 1.856
H -2.335 1.896 1.661
C 0.242 -0.341 3.459
H 2.205 6.560 0.098
H 0.644 2.452 1.182
C -0.986 -0.646 2.634
H -0.952 -1.665 2.245
H 3.387 0.528 5.506
C -1.273 1.668 1.816
Cl 1.175 -8.543 -1.434
C 1.720 -2.754 -2.871
N -3.013 -3.397 -2.598
C 2.716 -4.968 -2.237
C 2.635 -0.139 3.615
C 1.505 -0.448 2.879
```

Summary:
Largest force on an atom (eV/A): 2.97
E (a.u.): -3744.787955
Net charge: +2
Highest occupied orbital energy (spin up / spin down) (eV): -13.5901 / -13.5931
2S+1: 5

Atom charges from the Mulliken analysis, given in e for atoms 1 to 5:
1 C 0.19
2 C -0.47
3 H 0.60
4 C 0.68
5 H 0.43


(2)
# C25H26IrN3O8SSe

A molecular structure, C25H26IrN3O8SSe (ωB97M-V/def2-TZVPD, the OMol25 dataset).

```
65
C25H26IrN3O8SSe, DFT ωB97M-V/def2-TZVPD
C 7.152 0.511 -0.477
Ir 0.872 0.010 -1.225
H 0.735 -3.127 1.493
C -7.589 1.150 -0.375
C -3.334 1.803 -0.324
N 2.911 0.467 -0.959
C 5.653 0.508 -0.664
C 0.421 -2.941 0.457
H -2.128 -3.908 -1.324
H -1.988 -4.317 1.479
H 1.716 1.379 5.546
O -0.583 -0.956 -4.962
H -2.716 3.723 -3.070
C 2.120 0.454 5.120
H -0.533 -4.309 -1.984
H 7.481 -1.146 0.508
O -0.909 -0.569 -2.275
C 0.222 0.443 1.864
O -0.329 2.610 -2.376
H 7.481 1.541 -0.322
C 0.476 0.466 3.217
C 3.450 0.426 0.267
H -0.339 0.510 3.927
H -5.260 1.349 0.459
S -7.122 2.630 -1.426
Se -0.434 0.143 -3.794
O 7.562 -0.200 0.670
H -0.398 -5.084 1.641
C 5.072 0.591 -1.921
C -7.315 -0.165 -1.039
C -1.223 2.302 -1.411
C -4.704 1.848 -0.323
O 1.212 0.211 -3.263
C -2.609 2.451 -1.338
O 3.515 0.370 5.292
C -3.288 3.205 -2.311
C -1.138 -4.724 0.928
C -4.658 3.257 -2.304
H 3.185 0.590 -2.989
N 1.195 0.418 0.950
C 3.694 0.556 -2.034
H -8.066 -0.297 -1.821
C 1.799 0.437 3.652
H -7.409 -0.971 -0.314
H -6.337 -0.180 -1.517
H 7.638 0.143 -1.384
H -0.789 0.463 1.481
H -5.189 3.822 -3.058
H -2.797 1.240 0.428
C 4.818 0.435 0.446
H -0.968 -2.615 -1.702
H -1.484 -5.569 0.337
C -5.385 2.551 -1.332
C 0.030 1.825 -1.220
C 2.466 0.404 1.354
C -1.076 -3.629 -1.326
O 0.990 -2.073 -0.215
N -0.556 -3.729 0.038
H 3.831 0.380 3.022
C 2.802 0.403 2.699
H 1.602 -0.385 5.600
O -8.121 1.330 0.668
H 5.263 0.378 1.429
H 3.730 0.488 6.222
H 5.676 0.673 -2.815
```

Summary:
Largest force on an atom (eV/A): 3.17
E (a.u.): -4637.996520
Net charge: +1
Highest occupied orbital energy (spin up / spin down) (eV): -10.5362 / -10.4992
2S+1: 2

Atom charges from the Mulliken analysis, given in e for atoms 1 to 5:
1 C -0.80
2 Ir 2.16
3 H 0.35
4 C 0.60
5 C -0.36


Question: Which formula does entry 1 have?
Answer: C25H26ClMnN4O2S2


Question: Which value of largest force on an atom does entry 2 give?
Answer: 3.17 eV/A